*one*
19
Properties=species:S:1:pos:R:3 method="wB97M-V/def2-TZVPD" multiplicity=1 smiles=CCSSCC.O lumo_energy_ev=0.61 homo_lumo_gap_ev=9.4209 charge=0
C -0.977 -0.072 -2.094
C -1.093 -1.388 -1.327
S -0.931 -1.275 0.489
S 0.940 -2.082 0.784
C 2.042 -0.612 1.104
C 1.455 0.445 1.981
H -1.397 -0.150 -3.090
H 0.056 0.172 -2.303
H -1.415 0.726 -1.503
H -0.361 -2.133 -1.625
H -2.071 -1.825 -1.512
H 2.939 -1.092 1.514
H 2.269 -0.258 0.096
H 2.222 1.129 2.320
H 0.963 0.103 2.895
H 0.773 1.104 1.456
O -1.910 2.766 0.388
H -1.239 2.193 0.777
H -2.265 2.252 -0.352

---

*two*
19
Properties=species:S:1:pos:R:3 method="wB97M-V/def2-TZVPD" multiplicity=1 smiles=CCSSCC.O lumo_energy_ev=0.49 homo_lumo_gap_ev=9.0335 charge=0
C 0.044 1.275 2.782
C 0.724 1.101 1.377
S 1.482 -0.555 1.036
S -0.179 -1.623 0.775
C -0.073 -1.425 -1.074
C -0.667 -2.699 -1.494
H -0.545 2.220 2.733
H 0.851 1.411 3.565
H -0.553 0.428 3.073
H 1.545 1.919 1.235
H 0.163 1.168 0.466
H -0.590 -0.533 -1.599
H 0.955 -1.429 -1.475
H -0.716 -2.756 -2.601
H -1.660 -2.749 -1.121
H -0.083 -3.506 -1.085
O 0.027 2.816 -1.936
H 0.175 2.486 -2.883
H -0.901 2.451 -1.775

---

*three*
19
Properties=species:S:1:pos:R:3 method="wB97M-V/def2-TZVPD" multiplicity=1 smiles=CCCSSC.O lumo_energy_ev=0.54 homo_lumo_gap_ev=8.8510 charge=0
C 2.399 0.366 -0.479
C 1.733 -1.034 -0.451
C 0.450 -1.041 -1.312
S -0.722 0.356 -0.950
S -1.746 -0.617 0.676
C -3.479 -0.180 0.433
H 1.967 0.911 0.344
H 2.318 0.755 -1.487
H 3.461 0.250 -0.257
H 1.422 -1.413 0.522
H 2.384 -1.797 -0.884
H -0.225 -1.891 -1.241
H 0.607 -0.925 -2.387
H -3.754 0.804 0.812
H -4.097 -0.840 1.044
H -3.785 -0.305 -0.601
O 0.343 2.508 1.871
H 0.765 2.421 2.718
H -0.040 1.674 1.629

---

*one* is preferred energetically. Next in line: 0.276 eV higher.

---

*one*
19
Properties=species:S:1:pos:R:3 method="wB97M-V/def2-TZVPD" multiplicity=1 lumo_energy_ev="-6.44 / -6.44" homo_lumo_gap_ev="5.8736 / 5.8746" charge=+1
C -3.064 -0.629 -0.423
C -2.378 -1.246 0.637
C -2.595 0.567 -0.983
C -1.151 -0.724 1.032
C -1.390 1.137 -0.543
C -0.607 0.492 0.419
N 0.489 0.917 1.006
N 4.390 -0.832 -0.632
N 3.353 -0.174 -0.142
O 0.953 2.129 0.641
O 2.172 -0.370 -0.202
H -4.013 -1.245 -0.653
H -2.752 -2.115 1.078
H -3.024 0.978 -1.848
H -0.682 -1.172 1.798
H -1.131 2.142 -0.890
H 4.417 -1.712 -1.065
H 5.359 -0.486 -0.432
H 1.654 2.342 1.203

---

*two*
19
Properties=species:S:1:pos:R:3 method="wB97M-V/def2-TZVPD" multiplicity=1 smiles="[H]/N=C1/OCC[N+](C#N)=C(C)O1" lumo_energy_ev=-5.12 homo_lumo_gap_ev=10.4216 charge=+1
H -2.714 1.802 0.607
N -2.699 0.834 0.890
C -1.571 0.394 1.178
O -1.504 -0.844 1.633
C -0.498 -1.690 1.038
C -0.479 -1.490 -0.473
N 0.327 -0.278 -0.815
C 1.206 -0.572 -1.734
N 2.108 -0.718 -2.445
C 0.450 0.846 -0.065
C 1.537 1.839 -0.276
O -0.210 1.085 0.982
H -0.647 -2.769 1.117
H 0.518 -1.483 1.441
H -0.122 -2.274 -1.118
H -1.487 -1.295 -1.027
H 2.636 1.528 -0.068
H 1.735 2.351 -1.256
H 1.414 2.735 0.392

---

*two* is preferred energetically. Next in line: 2.603 eV higher.

---

*one*
19
Properties=species:S:1:pos:R:3 method="wB97M-V/def2-TZVPD" multiplicity=1 smiles=CCc1cc[nH]c1.O lumo_energy_ev=0.83 homo_lumo_gap_ev=8.9966 charge=0
C -0.936 2.602 0.631
C -1.334 1.179 1.028
C -0.423 0.019 0.752
C 0.956 -0.218 1.072
C 1.236 -1.488 0.632
N 0.174 -1.961 -0.083
C -0.916 -1.115 0.169
H -0.866 3.257 1.492
H 0.010 2.578 0.087
H -1.682 3.024 -0.037
H -1.610 1.147 2.093
H -2.293 0.960 0.537
H 1.546 0.597 1.459
H 2.093 -2.133 0.735
H 0.164 -2.748 -0.692
H -1.871 -1.416 -0.227
O 1.205 0.188 -3.129
H 0.294 0.109 -3.409
H 1.237 0.844 -2.429

---

*two*
19
Properties=species:S:1:pos:R:3 method="wB97M-V/def2-TZVPD" multiplicity=1 smiles="C=NC(=C)CCCO" lumo_energy_ev=0.56 homo_lumo_gap_ev=9.7879 charge=0
C 1.630 2.784 0.042
N 1.117 1.827 -0.589
C 0.852 0.523 -0.085
C 1.376 0.077 1.050
C -0.067 -0.172 -1.042
C -1.567 -0.373 -0.551
C -1.628 -1.310 0.642
O -1.221 -2.616 0.128
H 1.702 3.791 -0.390
H 1.990 2.711 1.069
H 1.171 -0.893 1.466
H 2.111 0.618 1.613
H 0.220 -1.210 -1.207
H -0.248 0.428 -1.971
H -1.974 0.616 -0.352
H -2.128 -0.906 -1.378
H -2.602 -1.475 1.109
H -0.918 -1.001 1.428
H -1.180 -3.256 0.843

---

*three*
19
Properties=species:S:1:pos:R:3 method="wB97M-V/def2-TZVPD" multiplicity=1 smiles="C=CCCC(=O)NC" lumo_energy_ev=0.84 homo_lumo_gap_ev=10.0486 charge=0
C 2.670 -1.534 1.809
C 1.476 -1.275 1.302
C 1.320 -0.456 0.045
C -0.072 -0.364 -0.595
C -1.088 0.298 0.305
O -1.149 0.035 1.493
N -1.948 1.214 -0.236
C -2.150 1.618 -1.610
H 3.588 -1.188 1.336
H 2.817 -2.099 2.726
H 0.553 -1.584 1.759
H 1.996 -0.850 -0.709
H 1.680 0.553 0.249
H 0.049 0.221 -1.503
H -0.444 -1.344 -0.877
H -2.639 1.525 0.429
H -2.228 2.711 -1.671
H -3.093 1.229 -2.005
H -1.339 1.290 -2.245

---

*four*
19
Properties=species:S:1:pos:R:3 method="wB97M-V/def2-TZVPD" multiplicity=1 lumo_energy_ev=-1.03 homo_lumo_gap_ev=8.4896 charge=0
C 0.776 1.457 -0.474
C 0.397 0.031 -0.397
C -1.129 -0.176 -0.522
C 1.074 -0.797 0.688
C -1.519 -1.591 -0.943
O 1.727 2.043 0.138
C -0.443 2.023 1.738
N 0.447 1.754 2.447
H 1.698 1.775 1.117
H 0.403 2.013 -1.334
H 0.819 -0.274 -1.380
H -1.533 0.545 -1.240
H -1.561 0.088 0.444
H 2.147 -0.602 0.732
H 0.647 -0.570 1.664
H 0.942 -1.857 0.475
H -1.213 -2.334 -0.205
H -2.603 -1.663 -1.045
H -1.076 -1.864 -1.904

---

*three* is preferred energetically. Next in line: 0.268 eV higher.

---

*one*
19
Properties=species:S:1:pos:R:3 method="wB97M-V/def2-TZVPD" multiplicity=1 lumo_energy_ev=0.67 homo_lumo_gap_ev=8.1907 charge=0
C -1.885 0.743 -1.168
C 1.549 -0.997 1.473
C -0.471 0.420 -1.493
C 0.403 -0.166 0.890
N -0.893 -0.542 1.420
C 0.512 -0.085 -0.665
C 0.560 1.218 0.486
O -0.244 0.492 -2.823
H 0.678 0.272 -3.020
H -0.901 -1.473 1.815
H -1.196 0.137 2.107
H 1.445 -0.419 -1.108
H 1.617 1.500 0.444
H -2.512 0.577 -2.044
H -2.217 0.140 -0.325
H -1.949 1.792 -0.878
H 1.376 -2.070 1.343
H 2.501 -0.748 1.003
H 1.628 -0.794 2.543

---

*two*
19
Properties=species:S:1:pos:R:3 method="wB97M-V/def2-TZVPD" multiplicity=1 lumo_energy_ev=0.88 homo_lumo_gap_ev=8.6892 charge=0
C -1.270 -0.735 -1.094
C 0.296 1.862 -0.572
C 0.556 -1.986 0.006
C 0.442 0.525 0.106
C 0.006 -0.691 -0.516
N 1.516 0.410 1.066
C -1.352 0.184 0.789
O -2.072 1.149 0.816
H 2.377 0.802 0.695
H 1.294 0.940 1.903
H -1.257 -0.637 1.501
H -1.699 -1.699 -1.336
H -1.696 0.114 -1.610
H 1.277 2.306 -0.770
H -0.244 2.585 0.047
H -0.241 1.808 -1.519
H 1.642 -1.951 0.069
H 0.196 -2.161 1.029
H 0.228 -2.825 -0.608

---

*three*
19
Properties=species:S:1:pos:R:3 method="wB97M-V/def2-TZVPD" multiplicity=1 lumo_energy_ev=0.81 homo_lumo_gap_ev=9.2272 charge=0
C 1.435 -0.730 1.244
C 1.251 -0.156 -0.193
C 0.226 -1.116 -0.728
C -1.199 0.423 0.020
C -1.584 1.979 -0.217
C -0.415 1.312 -0.721
H 2.374 -1.494 1.096
H 1.534 0.203 2.313
H 0.306 -1.565 1.739
H 2.097 -0.195 -0.783
H 0.436 -1.560 -1.803
H 0.631 -1.998 0.013
H -1.897 -1.487 0.211
H -0.799 0.121 0.998
H -1.462 2.760 0.508
H -2.148 2.284 -1.046
H -0.415 0.996 -1.844
N -1.273 -0.901 -0.464
O 0.903 1.122 -0.344

---

*two* is preferred energetically. Next in line: 0.431 eV higher.

---

*one*
19
Properties=species:S:1:pos:R:3 method="wB97M-V/def2-TZVPD" multiplicity=1 lumo_energy_ev=0.11 homo_lumo_gap_ev=8.7387 charge=0
C -0.672 -0.728 0.353
C -1.220 0.857 0.530
C -0.118 1.749 -0.242
C 0.996 0.726 -0.129
C 1.976 -0.162 -0.626
C 0.535 -0.629 -0.659
H -1.386 -2.415 -0.573
H -2.373 -1.037 -0.904
H -0.325 -1.100 1.383
H -0.706 0.881 2.012
H -2.583 1.174 0.453
H 0.007 2.681 0.363
H -0.501 2.218 -1.302
H 1.034 0.833 0.931
H 2.330 -0.362 -1.642
H 2.295 -1.837 1.151
H -0.133 -0.689 -1.721
N -1.800 -1.524 -0.055
O 2.645 -0.635 0.677

---

*two*
19
Properties=species:S:1:pos:R:3 method="wB97M-V/def2-TZVPD" multiplicity=1 lumo_energy_ev=1.01 homo_lumo_gap_ev=9.1711 charge=0
C -2.283 -1.348 0.495
C -1.277 -0.516 -0.462
C -0.554 0.831 0.098
C 1.537 1.439 0.474
C 1.265 -0.181 0.878
C 0.360 -0.419 -0.219
H -2.116 -2.374 0.789
H -2.321 -0.472 1.510
H -3.220 -1.014 -0.003
H -1.206 -0.782 -1.675
H -0.564 0.752 1.175
H 2.401 1.508 -0.121
H 1.586 2.393 1.113
H 2.159 -0.846 0.396
H 1.055 -0.543 1.800
H 0.906 -0.844 -2.458
H 0.924 0.779 -1.832
N 1.136 -0.224 -1.512
O 0.213 1.861 -0.446

---

*three*
19
Properties=species:S:1:pos:R:3 method="wB97M-V/def2-TZVPD" multiplicity=1 lumo_energy_ev=0.31 homo_lumo_gap_ev=7.5413 charge=0
C -1.050 1.087 -1.459
C 1.778 0.343 -0.426
N -0.987 0.806 -0.041
C -1.118 -0.511 0.305
C 0.792 0.040 0.644
C -0.660 -1.647 -0.338
C 0.999 -0.047 1.945
O -1.796 -0.698 1.470
H -2.080 0.194 1.729
H -1.105 2.167 -1.603
H -0.197 0.724 -2.048
H -1.943 0.613 -1.899
H 2.775 0.279 0.016
H 1.645 1.351 -0.818
H 1.741 -0.362 -1.255
H -0.197 -1.589 -1.308
H -0.822 -2.616 0.109
H 2.002 0.132 2.315
H 0.222 -0.267 2.663

---

*three* is preferred energetically. Next in line: 3.558 eV higher.